C2H5NS2 | ωB97M-V/def2-TZVPD

Properties
Total charge: 0
SMILES: C=NSCS
HOMO: -8.7 eV
Energy relative to the best compared isomer or geometry (same formula, charge and spin): 46.6 kcal per mole
DFT total energy: -25313.807 eV
Spin multiplicity: 1
Molecular weight: 107.20 g/mol

Last column: Löwdin charge in e.
Atoms and positions in Å:
C -1.038 1.398 1.066  -0.186
N -0.466 0.643 0.234  -0.353
S -1.018 -1.016 0.135  0.801
C 0.345 -1.389 -0.958  -0.820
S 1.990 -1.832 -0.097  0.573
H -0.954 2.528 0.999  0.084
H -1.750 1.076 1.883  0.075
H 0.230 -2.219 -1.593  0.003
H 0.554 -0.545 -1.423  -0.054
H 2.340 -0.474 0.004  -0.122